No. 1
Density functional theory data (ωB97M-V/def2-TZVPD) for a 2-piece molecular cluster, C32H27F3N2 overall.

Positions of all 64 atoms, in Å:
F -7.215 -1.261 -4.244
F -8.150 -1.631 -2.278
F -6.617 -3.018 -3.052
N 2.963 1.334 0.450
N -0.954 2.251 -1.854
C 1.139 -0.251 0.540
C -1.494 -2.886 2.736
C -3.869 0.512 -1.125
C -1.823 1.782 -1.187
C -3.915 0.347 -2.519
C 0.628 1.702 4.914
C 4.389 2.630 -2.746
C 2.481 1.238 2.895
C -1.722 -4.142 2.201
C -5.901 -0.772 -0.954
C 4.383 0.414 -1.876
C -4.889 -0.064 -0.354
C -0.385 -2.199 0.695
C -1.290 -4.434 0.918
C 0.365 -1.233 -0.053
C 3.778 2.288 -0.330
C 4.755 2.140 -3.985
C 0.825 2.643 3.926
C 1.367 0.538 4.907
C 4.191 1.771 -1.674
C -2.817 1.235 -0.508
C 4.917 0.783 -4.175
C -5.928 -0.920 -2.330
C 3.456 0.964 1.793
C 1.927 0.664 -0.133
C -0.826 -1.932 2.006
C 4.729 -0.081 -3.118
C -4.932 -0.360 -3.106
C -0.649 -3.479 0.164
C -7.017 -1.734 -2.998
C 2.286 0.307 3.904
C 1.749 2.414 2.925
H -4.980 -0.490 -4.175
H 2.862 -0.603 3.896
H -4.865 0.056 0.716
H 5.194 0.400 -5.145
H 4.238 -0.257 -1.048
H 3.703 -0.101 1.769
H 4.673 2.554 0.237
H 1.788 0.800 -1.190
H 4.390 1.486 2.001
H -0.085 1.882 5.702
H 4.247 3.688 -2.606
H 0.257 3.559 3.939
H 1.229 -0.191 5.687
H -3.140 0.786 -3.123
H -6.688 -1.218 -0.369
H 3.194 3.206 -0.442
H -1.437 -5.424 0.519
H 1.907 3.147 2.153
H 4.843 -1.143 -3.264
H -0.285 -3.720 -0.821
H 1.214 -0.270 1.612
H -1.832 -2.661 3.733
H 4.915 2.816 -4.810
H -2.824 1.337 0.563
H 0.418 -1.341 -1.123
H -2.221 -4.897 2.786
H -0.648 -0.960 2.430

Output
E_LUMO	-2.0	eV
orbital gap	3.2	eV
multiplicity	1
total charge	0
relative energy (zero: lowest compared OMol25 entry of this formula, charge and spin)	30.77	kJ/mol
HOMO	-5.259	eV

***

No. 2
Density functional theory data (ωB97M-V/def2-TZVPD) for C32H27F6N3O7PdS4Te as an isolated structure.

Positions of all 81 atoms, in Å:
Te 2.410 -1.597 0.585
Pd -0.977 1.220 2.227
S 1.529 3.576 1.914
S 3.492 2.963 0.117
S -2.370 2.274 3.598
S -2.890 5.315 0.814
F 4.969 4.924 -0.408
F 2.667 5.798 2.850
F 6.042 3.096 -0.052
F 0.983 6.213 1.604
F 5.217 4.215 1.624
F 0.624 5.331 3.602
O -3.679 6.508 0.993
O -1.708 5.331 -0.016
O 2.195 2.732 2.889
O -2.905 -1.264 -0.228
O 3.581 1.770 0.863
O 0.138 3.246 1.621
O 3.436 2.860 -1.301
N -1.285 -0.336 1.147
N 2.451 4.028 0.708
N -2.511 4.637 2.347
C 1.175 -1.809 -1.165
C -4.373 3.681 -0.991
C 5.013 3.833 0.345
C -0.253 -2.175 -3.528
C 1.731 -3.533 1.218
C -1.662 0.480 -1.145
C -0.253 1.886 -2.495
C -0.019 -2.492 -1.193
C 0.814 -3.674 2.312
C -0.100 -7.427 2.192
C -3.832 3.968 0.218
C -2.348 1.188 -3.337
C 1.340 -5.946 0.746
C -2.608 0.422 -2.191
C 0.201 -4.869 2.579
C -2.024 -0.434 0.021
C 2.018 -4.706 0.510
C 0.511 -6.073 1.846
C -4.826 1.444 -0.209
C -2.907 3.435 2.340
C 0.709 -2.620 3.416
C 0.990 -1.524 -3.632
C 3.072 -4.697 -0.577
C -4.857 2.404 -1.221
C 2.984 -0.546 -2.416
C -3.681 3.020 1.171
C -1.215 1.985 -3.473
C 1.401 5.351 2.533
C -0.683 -2.708 -2.343
C 1.706 -1.314 -2.453
C -0.488 1.185 -1.307
C -4.206 1.705 0.959
H -0.306 -2.434 3.790
H 2.777 -4.226 -1.572
H -4.305 1.004 1.717
H 2.852 0.424 -1.923
H 0.697 2.396 -2.640
H -1.736 -3.065 -2.294
H -5.260 0.446 -0.297
H -0.389 -4.987 3.466
H 1.209 -3.027 4.295
H 3.997 -4.276 -0.239
H 0.338 1.129 -0.612
H -0.751 -2.427 -4.494
H 3.270 -0.315 -3.436
H 1.397 -1.254 -4.579
H -1.090 -7.423 2.541
H -1.003 2.571 -4.356
H 0.508 -8.057 2.844
H -0.383 -2.967 -0.296
H -0.091 -7.896 1.263
H 1.686 -6.804 0.182
H -5.377 2.070 -2.167
H 3.284 -5.740 -0.836
H -4.518 4.481 -1.742
H 1.097 -1.649 3.241
H 3.855 -1.138 -1.970
H -3.104 1.143 -4.141
H -3.390 -0.260 -1.972

Output
E_LUMO (spin up / spin down)	1.6 / -0.7	eV
orbital gap (spin up / spin down)	7.1 / 4.8	eV
multiplicity	4
total charge	-1
<S²>	3.7674
relative energy (zero: lowest compared OMol25 entry of this formula, charge and spin)	70.93	kJ/mol
HOMO (spin up / spin down)	-5.487 / -5.472	eV

***

No. 3
Density functional theory data (ωB97M-V/def2-TZVPD) for C32H27N3P2S4Tc as an isolated structure.

Positions of all 69 atoms, in Å:
Tc -1.123 -0.690 1.382
S -0.646 -1.267 3.590
S -0.984 -2.988 0.900
S -3.399 -0.696 1.135
S -1.454 1.546 2.074
P 1.750 -0.785 0.659
P -0.555 -0.395 -0.921
N 0.671 -4.002 5.693
N 0.303 -6.184 2.250
N 1.116 -0.801 -0.979
C 3.478 -1.301 0.379
C -3.609 3.162 2.501
C 4.021 -1.525 -0.882
C -0.911 3.637 -3.093
C -2.691 -1.304 -2.386
C 5.365 -1.859 -1.009
C -0.617 -2.368 -2.971
C -1.279 -3.114 -3.939
C 2.514 3.242 0.199
C 0.207 1.528 -2.790
C 0.275 -3.555 4.710
C -3.349 -2.046 -3.351
C -2.642 -2.954 -4.131
C 5.621 -1.761 1.379
C -0.650 1.229 -1.734
C -3.122 1.798 2.075
C -3.988 0.804 1.658
C 2.433 3.691 1.514
C 2.139 2.802 2.536
C 6.167 -1.970 0.117
C -0.331 -3.673 2.361
C -1.316 -1.456 -2.191
C 0.022 -5.070 2.322
C -1.774 3.336 -2.049
C 1.905 1.463 2.245
C -5.486 0.991 1.622
C -0.214 -2.953 3.495
C 0.079 2.732 -3.464
C -1.644 2.130 -1.369
C 2.310 1.903 -0.091
C 1.988 1.008 0.931
C 4.282 -1.437 1.509
H 3.411 -1.420 -1.773
H 0.979 0.822 -3.071
H -2.913 3.614 3.205
H 3.856 -1.286 2.496
H 1.218 -1.743 -1.346
H -3.247 -0.603 -1.772
H 2.748 3.937 -0.599
H 0.750 2.967 -4.281
H 2.391 1.545 -1.113
H -3.153 -3.537 -4.886
H -4.593 3.109 2.968
H 7.215 -2.218 0.015
H -3.687 3.825 1.635
H -5.768 1.759 0.897
H -5.983 0.063 1.348
H 2.073 3.151 3.560
H -0.725 -3.825 -4.537
H -2.311 1.889 -0.548
H -1.008 4.578 -3.621
H 5.784 -2.031 -1.993
H 2.598 4.739 1.738
H 0.449 -2.514 -2.852
H -4.416 -1.923 -3.492
H 1.642 0.770 3.038
H -2.543 4.043 -1.759
H 6.239 -1.863 2.262
H -5.864 1.303 2.597

Output
E_LUMO (spin up / spin down)	-1.9 / -1.5	eV
orbital gap (spin up / spin down)	5.5 / 6.3	eV
multiplicity	2
total charge	0
<S²>	0.9861
HOMO (spin up / spin down)	-7.401 / -7.752	eV

***

No. 4
Density functional theory data (ωB97M-V/def2-TZVPD) for C32H28AsBCl2F11N2O4S3SbTa as an isolated structure.

Positions of all 86 atoms, in Å:
Ta 0.145 -1.991 1.573
Sb -7.463 -5.454 6.310
As -1.665 5.237 -4.309
Cl 1.002 -6.331 -10.273
Cl 1.054 -6.347 -7.224
S 2.347 -2.302 3.588
S -3.117 4.726 -2.573
S 0.242 0.728 1.230
F -2.886 2.850 5.745
F -4.207 2.474 3.437
F -7.039 -4.794 8.066
F -0.191 3.005 5.767
F -6.108 -4.451 5.473
F -1.479 -1.956 2.416
F 1.292 1.918 3.635
F -2.764 1.274 1.258
F 0.160 -3.937 1.690
F -6.609 -7.168 6.532
F -0.930 -1.521 0.035
O 0.872 -2.224 3.772
O 3.065 -3.553 3.682
O -4.269 2.757 -4.483
O -4.471 2.252 -2.200
N 2.261 -1.702 2.036
N 1.556 -2.341 -0.311
C -2.212 2.518 4.622
C 1.095 -2.465 -1.538
C -5.108 0.515 -5.300
C -0.794 2.555 4.660
C 4.734 0.354 6.460
C -4.799 1.478 -4.302
C -4.892 1.172 -2.935
C 3.855 -2.307 -1.211
C 5.672 -2.324 0.469
C 3.597 -1.747 5.953
C -4.948 -0.102 -2.542
C 2.933 -2.133 -0.140
C -1.419 7.170 -4.269
C -0.079 1.973 3.596
C -2.860 2.240 3.443
C 0.023 4.060 -4.281
C -5.402 -0.780 -4.790
C 3.413 -1.930 1.174
C -2.440 4.997 -6.071
C 4.404 -0.948 6.793
C 4.737 -2.221 1.506
C 3.293 -2.419 -2.473
C 1.963 -2.523 -2.717
C 5.668 1.143 7.212
C 3.466 0.098 4.347
C -0.739 1.453 2.461
C 3.203 -1.234 4.711
C 0.593 -5.567 -8.758
C 4.207 0.896 5.276
C -5.351 -1.082 -3.444
C -2.183 1.601 2.411
C 5.237 -2.308 -0.880
B -4.144 3.302 -3.146
H 3.274 -2.746 6.221
H 4.936 -2.369 2.552
H 4.018 -2.515 -3.310
H 1.587 -2.750 -3.717
H 4.467 1.924 4.942
H 0.923 4.593 -4.013
H -2.220 7.501 -3.568
H 6.741 -2.453 0.605
H 4.801 -1.358 7.705
H -0.247 3.327 -3.502
H -1.604 7.545 -5.318
H -2.164 5.880 -6.648
H 5.814 2.094 6.740
H -5.254 0.749 -6.346
H -0.511 -5.286 -8.796
H 5.351 1.461 8.253
H -3.522 4.945 -6.002
H -0.023 -2.540 -1.595
H -0.004 3.580 -5.276
H 6.643 0.666 7.357
H -5.631 -1.583 -5.545
H -5.644 -2.049 -3.097
H -0.465 7.484 -3.781
H 1.209 -4.613 -8.849
H 3.055 0.512 3.386
H -5.078 -0.321 -1.480
H -2.007 4.074 -6.478
H 6.035 -2.335 -1.604

Output
E_LUMO (spin up / spin down)	-5.8 / -8.7	eV
orbital gap (spin up / spin down)	7.2 / 4.3	eV
multiplicity	2
total charge	+2
<S²>	0.7697
relative energy (zero: lowest compared OMol25 entry of this formula, charge and spin)	309.42	kJ/mol
HOMO (spin up / spin down)	-13.009 / -13.009	eV

***

No. 5
Density functional theory data (ωB97M-V/def2-TZVPD) for C32H28AsF6N5O3SbTi as an isolated structure.

Positions of all 77 atoms, in Å:
Sb 0.146 2.316 -2.161
As -2.410 -1.728 -0.853
Ti -0.074 0.326 0.367
F -1.021 -2.666 -0.423
F -2.235 -0.953 0.758
F -2.306 -2.257 -2.462
F -3.543 -0.514 -1.260
F -1.089 -0.395 -1.235
F -3.512 -2.858 -0.282
O -0.306 0.055 2.107
O 1.237 0.497 -0.966
O -0.628 -3.982 3.273
N -1.738 1.790 0.129
N 0.572 -2.006 1.850
N 0.397 -0.651 -3.503
N 1.065 -1.358 0.740
N 1.035 2.097 0.863
C -2.857 1.921 0.873
C 2.083 1.306 2.972
C 4.223 -0.104 -2.966
C 2.337 -0.088 -1.473
C 0.771 -3.036 -3.875
C 0.052 -1.393 -5.685
C 1.824 2.353 1.933
C 3.876 -1.968 -1.508
C 3.110 0.530 -2.452
C -4.083 2.701 -1.051
C -1.723 -0.998 5.928
C -0.268 -0.101 -6.052
C -2.818 1.630 2.338
C -0.165 -1.196 2.555
C 4.607 -1.362 -2.502
C 1.522 4.252 -0.049
C -4.041 2.371 0.286
C -1.588 -3.326 5.296
C 0.946 3.005 -0.123
C -0.258 0.932 -5.113
C 2.431 3.601 2.055
C -1.160 -0.642 4.729
C -1.777 2.167 -1.164
C 0.087 0.525 -3.843
C 2.040 -1.939 0.119
C -2.909 2.621 -1.796
C 0.394 -1.677 -4.359
C -0.769 -1.618 3.795
C 2.251 4.572 1.092
C -1.942 -2.351 6.201
C 2.739 -1.343 -0.972
C -0.975 -2.987 4.087
H -2.390 -2.642 7.142
H -1.757 -4.374 5.503
H -2.785 0.557 2.519
H 2.266 0.336 2.515
H -4.929 2.454 0.896
H -0.995 0.402 4.491
H -1.936 2.078 2.795
H -1.995 -0.242 6.651
H -0.111 -3.651 2.522
H 5.488 -1.843 -2.903
H 4.182 -2.929 -1.113
H 1.850 -3.177 -3.978
H 2.710 5.546 1.198
H 2.831 1.513 -2.816
H 2.949 1.582 3.568
H 1.419 4.950 -0.869
H -5.005 3.035 -1.508
H -2.882 2.905 -2.840
H 0.277 -3.809 -4.460
H -0.508 1.954 -5.361
H -3.710 2.023 2.820
H 3.060 3.792 2.913
H 2.370 -2.904 0.495
H 0.049 -2.195 -6.411
H 4.805 0.389 -3.734
H 0.503 -3.156 -2.828
H 1.233 1.210 3.647
H -0.538 0.124 -7.076

Output
E_LUMO (spin up / spin down)	-7.2 / -8.4	eV
orbital gap (spin up / spin down)	5.8 / 4.5	eV
multiplicity	2
total charge	+2
<S²>	0.7671
HOMO (spin up / spin down)	-12.942 / -12.942	eV

***

No. 6
Density functional theory data (ωB97M-V/def2-TZVPD) for C32H28BCl5FHoN9O3 as an isolated structure.

Positions of all 80 atoms, in Å:
Ho -3.123 0.379 0.058
Cl -0.422 0.128 2.161
Cl -1.493 6.109 0.858
Cl 1.760 2.305 2.910
Cl 1.127 5.328 2.380
Cl -3.333 3.782 -0.268
F 3.389 2.886 -0.875
O -2.190 -3.354 -1.013
O -2.325 -1.549 0.318
O -0.925 0.469 -1.035
N 5.433 0.924 -0.697
N -6.252 0.101 -0.403
N 1.956 -2.438 -0.883
N -3.854 -0.525 -1.956
N -4.455 -0.520 1.743
N -4.728 -1.490 -1.573
N -4.987 -1.526 1.005
N -5.464 1.193 -0.270
N 6.843 2.629 1.116
C -1.766 -2.312 -0.553
C 0.005 4.113 1.909
C -4.739 -2.475 -2.480
C -0.686 1.821 1.838
C 3.057 1.571 -0.933
C 2.943 -3.484 -0.755
C -7.539 0.461 -0.509
C -4.004 -1.074 2.870
C -4.251 -2.445 2.875
C 1.350 -0.106 -1.009
C -0.361 -1.831 -0.892
C 6.187 0.353 0.399
C -3.316 -0.934 -3.106
C 0.634 -2.750 -0.889
C 2.333 -1.106 -0.919
C 5.982 2.189 -1.136
C -6.283 2.242 -0.286
C 6.271 1.323 1.583
C 2.674 -4.646 0.147
C 3.695 -3.625 0.540
C -2.016 3.448 0.814
C 3.681 -0.727 -0.869
C -1.864 2.111 1.157
C -3.860 -2.153 -3.496
C -4.874 -2.685 1.665
C 6.033 3.214 -0.004
C -1.159 4.463 1.224
C 4.068 0.606 -0.836
C -7.610 1.836 -0.440
C 1.742 1.233 -1.026
C -0.068 -0.431 -0.985
C 0.265 2.769 2.182
B -5.701 -1.327 -0.367
H 5.709 -0.554 0.756
H -5.915 3.248 -0.193
H 5.403 2.591 -1.961
H 6.897 3.288 1.892
H -8.488 2.456 -0.481
H 0.377 -3.801 -0.863
H 3.008 -5.619 -0.182
H -4.007 -3.167 3.635
H 4.444 -1.489 -0.854
H 6.999 2.010 -1.508
H -5.377 -3.335 -2.361
H 4.745 -3.883 0.498
H 7.796 2.469 0.783
H 3.435 -2.942 1.339
H 5.277 1.522 1.982
H 6.904 0.922 2.373
H 6.490 4.148 -0.327
H -3.553 -0.456 3.629
H 1.744 -4.656 0.700
H -2.583 -0.323 -3.608
H 3.486 -3.677 -1.673
H -8.313 -0.279 -0.628
H 5.032 3.412 0.374
H 7.197 0.092 0.059
H -5.249 -3.602 1.242
H -6.584 -2.123 -0.467
H -3.631 -2.727 -4.376
H 0.979 2.001 -1.065

Output
E_LUMO (spin up / spin down)	-3.2 / -3.2	eV
orbital gap (spin up / spin down)	7.3 / 7.3	eV
multiplicity	5
total charge	+1
<S²>	6.0036
HOMO (spin up / spin down)	-10.499 / -10.500	eV